C27H44GeIrN2O2 | ωB97M-V/def2-TZVPD

Positions of all 77 atoms, in Å:
Ir: 1.27 0.00 -0.47
C: 2.92 -3.66 0.75
N: 1.80 -4.03 1.65
C: 2.30 -4.40 2.99
C: 0.71 -2.96 1.68
C: 1.14 -1.65 2.29
C: 1.13 -1.59 3.69
C: 1.55 -0.46 4.36
C: 2.00 0.63 3.63
C: 1.97 0.58 2.25
C: 1.50 -0.53 1.52
H: 3.63 -4.47 0.73
H: 3.38 -2.76 1.14
H: 2.53 -3.47 -0.25
H: 1.34 -4.85 1.25
H: 2.76 -3.53 3.44
H: 3.02 -5.20 2.88
H: 1.46 -4.74 3.60
H: -0.10 -3.42 2.25
H: 0.39 -2.85 0.64
H: 0.77 -2.44 4.25
H: 1.52 -0.43 5.44
H: 2.35 1.51 4.13
H: 2.33 1.45 1.70
C: 5.46 -0.24 -0.77
O: 4.09 0.08 -0.43
C: 3.13 -0.73 -0.87
O: 3.30 -1.73 -1.53
H: 6.00 -0.36 0.16
H: 5.86 0.61 -1.32
H: 5.50 -1.14 -1.37
C: 2.74 3.03 -2.96
C: 1.80 3.69 -2.00
C: 1.66 5.07 -1.96
C: 0.78 5.68 -1.07
C: 0.01 4.91 -0.21
C: 0.10 3.53 -0.20
C: -0.75 2.71 0.72
C: 1.01 2.94 -1.11
N: 1.15 1.57 -1.22
H: 3.24 3.77 -3.58
H: 2.21 2.33 -3.61
H: 3.50 2.45 -2.42
H: 2.25 5.68 -2.64
H: 0.70 6.75 -1.05
H: -0.68 5.39 0.47
H: -1.36 3.35 1.35
H: -0.16 2.06 1.36
H: -1.43 2.07 0.14
C: -4.29 1.95 1.55
C: -3.69 0.81 0.75
C: -2.63 0.04 1.54
C: -2.12 -1.20 0.82
Ge: -1.00 -0.97 -0.80
C: -1.99 -0.34 -2.37
C: -3.24 -1.18 -2.60
C: -4.00 -0.77 -3.85
C: -5.18 -1.69 -4.15
H: -5.05 2.49 0.98
H: -3.52 2.68 1.84
H: -4.76 1.59 2.47
H: -3.26 1.19 -0.18
H: -4.48 0.11 0.45
H: -3.05 -0.25 2.51
H: -1.79 0.71 1.76
H: -2.96 -1.82 0.49
H: -1.54 -1.81 1.51
H: -0.64 -2.44 -1.17
H: -1.31 -0.40 -3.23
H: -2.26 0.72 -2.26
H: -3.91 -1.10 -1.74
H: -2.96 -2.24 -2.68
H: -3.32 -0.76 -4.71
H: -4.36 0.26 -3.73
H: -4.85 -2.71 -4.32
H: -5.73 -1.36 -5.03
H: -5.88 -1.71 -3.31

Its gap between HOMO and LUMO is 6.6 eV. The calculation puts the energy above the lowest of the compared OMol25 structures with the same formula, charge and spin at 0.0 kJ/mol. The HOMO energy is -10.369 eV. For the LUMO energy, the calculation gives -3.74 eV. As for the spin multiplicity: 1. The total charge is +1.

=====

C26H35CoN4O3SSi2 | ωB97M-V/def2-TZVPD

Positions of all 72 atoms, in Å:
Co: 0.19 1.07 -0.76
C: 0.87 0.53 -4.39
Si: -0.22 1.38 -3.09
C: -1.96 1.32 -3.85
C: 0.30 3.22 -3.28
C: -0.10 3.96 -4.41
C: 0.26 5.29 -4.59
C: 1.03 5.93 -3.62
C: 1.44 5.21 -2.50
C: 1.08 3.87 -2.30
Si: 1.66 2.92 -0.73
C: 3.52 2.69 -1.03
C: 1.58 4.21 0.65
H: 0.76 1.03 -5.36
H: 0.61 -0.53 -4.52
H: 1.92 0.58 -4.09
H: -1.94 1.55 -4.93
H: -2.61 2.06 -3.36
H: -2.40 0.33 -3.73
H: -0.71 3.48 -5.18
H: -0.07 5.83 -5.47
H: 1.32 6.97 -3.74
H: 2.04 5.73 -1.75
H: 4.00 3.66 -1.24
H: 3.68 2.04 -1.90
H: 4.01 2.24 -0.17
H: 2.29 5.03 0.50
H: 1.80 3.74 1.62
H: 0.57 4.63 0.71
C: -3.74 -0.72 3.29
N: -3.17 0.19 2.31
C: -3.78 1.38 1.99
C: -3.25 2.21 1.09
C: -2.01 1.81 0.45
O: -1.45 2.51 -0.40
N: -1.41 0.62 0.78
C: -1.97 -0.20 1.71
O: -1.50 -1.28 2.10
H: -4.71 -0.33 3.59
H: -3.10 -0.80 4.17
H: -3.86 -1.71 2.87
H: -4.70 1.58 2.51
H: -3.72 3.15 0.82
C: 3.41 -3.19 2.57
C: 2.36 -2.37 3.32
C: 1.71 -1.33 2.43
N: 0.81 -1.95 1.46
C: 0.80 -1.69 0.16
S: 1.86 -0.70 -0.65
N: -0.29 -2.20 -0.54
C: -1.31 -3.06 -0.14
O: -2.39 -3.01 -0.66
C: -0.99 -4.14 0.87
C: 0.28 -4.70 0.96
C: 0.51 -5.73 1.86
C: -0.52 -6.19 2.67
C: -1.79 -5.63 2.57
C: -2.02 -4.61 1.66
H: 3.83 -3.98 3.19
H: 4.23 -2.55 2.23
H: 2.97 -3.66 1.68
H: 2.82 -1.87 4.17
H: 1.59 -3.04 3.72
H: 2.45 -0.76 1.88
H: 1.11 -0.62 3.01
H: -0.12 -2.12 1.84
H: -0.51 -1.67 -1.38
H: 1.08 -4.34 0.32
H: 1.50 -6.17 1.93
H: -0.33 -6.98 3.38
H: -2.59 -5.99 3.20
H: -3.00 -4.16 1.54

Its gap between HOMO and LUMO (alpha / beta) is 5.1 / 6.6 eV. The calculation puts the energy above the lowest of the compared OMol25 structures with the same formula, charge and spin at 0.0 kJ/mol. The HOMO energy (alpha / beta) is -2.710 / -4.210 eV. For the LUMO energy (alpha / beta), the calculation gives 2.39 / 2.39 eV. As for the spin multiplicity: 4. The total charge is -1. As for the expectation value of S²: 3.770.

=====

C34H71N2O8P | ωB97M-V/def2-TZVPD

Positions of all 116 atoms, in Å:
C: 2.81 -1.27 3.34
C: 3.35 -0.94 1.84
C: 3.02 0.58 1.41
C: 2.23 0.56 -0.03
C: 3.28 1.28 -1.05
P: 0.56 1.54 0.09
C: 0.44 1.78 -1.79
C: 0.47 0.38 -2.64
N: -0.44 0.17 -3.60
C: -0.92 2.78 0.26
C: -1.20 3.26 1.76
C: -0.17 3.24 2.98
N: -2.44 3.69 2.02
C: -0.27 0.22 1.14
C: -1.50 -0.57 0.52
C: -2.27 -0.30 -0.78
C: -3.45 -1.19 -1.28
C: -3.92 -2.43 -0.48
C: -3.19 -2.72 0.86
C: -2.00 -1.81 1.35
C: -1.34 -2.22 2.77
H: 1.74 -0.85 3.39
H: 2.69 -2.41 3.46
H: 3.52 -0.80 4.10
H: 4.48 -1.15 1.74
H: 2.85 -1.73 1.17
H: 2.27 0.98 2.18
H: 3.96 1.23 1.34
H: 1.99 -0.50 -0.38
H: 3.09 2.42 -1.02
H: 3.15 0.89 -2.13
H: 4.37 1.02 -0.76
H: 1.34 2.54 0.81
H: 1.14 2.57 -2.22
H: -0.62 2.19 -2.00
H: 1.24 -0.45 -2.45
H: -1.08 0.98 -3.68
H: -0.61 3.72 -0.34
H: -1.88 2.37 -0.19
H: 0.67 2.46 2.86
H: 0.25 4.28 3.17
H: -0.74 2.93 3.93
H: -2.46 3.93 3.04
H: -0.61 0.59 2.18
H: 0.53 -0.59 1.38
H: -1.99 0.60 -1.41
H: -3.94 -0.91 -2.27
H: -4.75 -3.13 -0.81
H: -3.53 -3.61 1.48
H: -1.42 -3.33 2.99
H: -0.29 -1.80 2.90
H: -2.00 -1.69 3.55
C: 3.77 2.09 -7.21
O: 2.40 2.45 -7.30
C: 1.68 2.15 -6.10
C: 1.46 3.41 -5.27
O: 2.70 3.91 -4.76
C: 3.18 5.02 -5.50
H: 4.30 2.56 -8.04
H: 4.22 2.44 -6.28
H: 3.87 1.00 -7.29
H: 2.18 1.37 -5.52
H: 0.70 1.76 -6.41
H: 0.84 3.15 -4.41
H: 0.94 4.18 -5.84
H: 2.59 5.91 -5.25
H: 3.15 4.84 -6.57
H: 4.22 5.20 -5.20
C: -3.26 -4.38 -6.92
O: -4.63 -4.01 -7.01
C: -5.36 -4.31 -5.82
C: -5.57 -3.06 -4.98
O: -4.34 -2.56 -4.46
C: -3.85 -1.45 -5.20
H: -2.73 -3.92 -7.75
H: -2.81 -4.04 -5.98
H: -3.16 -5.47 -7.00
H: -4.86 -5.09 -5.24
H: -6.33 -4.70 -6.13
H: -6.20 -3.32 -4.12
H: -6.09 -2.28 -5.55
H: -4.45 -0.56 -4.95
H: -3.88 -1.62 -6.27
H: -2.82 -1.27 -4.90
C: -5.91 -1.00 3.92
O: -4.75 -0.27 3.53
C: -4.82 0.16 2.18
C: -5.20 1.63 2.08
O: -6.54 1.84 2.53
C: -6.60 2.37 3.85
H: -5.91 -1.09 5.01
H: -6.83 -0.50 3.62
H: -5.88 -2.01 3.49
H: -5.51 -0.46 1.60
H: -3.82 0.03 1.75
H: -5.16 1.94 1.04
H: -4.50 2.26 2.65
H: -6.32 3.43 3.83
H: -5.95 1.82 4.53
H: -7.63 2.29 4.20
C: 7.76 -3.02 8.02
O: 8.36 -2.57 6.82
C: 7.59 -2.90 5.67
C: 6.80 -1.70 5.16
O: 5.79 -1.32 6.09
C: 6.17 -0.19 6.86
H: 8.27 -2.53 8.86
H: 6.70 -2.77 8.07
H: 7.89 -4.10 8.12
H: 6.93 -3.75 5.87
H: 8.30 -3.21 4.89
H: 6.29 -1.99 4.23
H: 7.46 -0.86 4.93
H: 6.10 0.72 6.24
H: 7.18 -0.28 7.26
H: 5.47 -0.09 7.69

Its gap between HOMO and LUMO is 8.8 eV. As for the SMILES: [H]/N=C\C[PH](C/C(C)=N/[H])(Cc1ccccc1C)[C@@H](C)CCC.COCCOC.COCCOC.COCCOC.COCCOC. The HOMO energy is -8.223 eV. For the LUMO energy, the calculation gives 0.58 eV. As for the spin multiplicity: 1.

=====

CH3FN2O | ωB97M-V/def2-TZVPD

Positions of all 8 atoms, in Å:
C: 0.26 0.46 0.09
N: -1.08 0.49 0.35
N: 0.75 -0.90 0.18
O: 0.97 1.35 -0.23
F: 2.12 -0.91 0.00
H: -1.64 -0.36 0.12
H: -1.53 1.16 0.84
H: 0.15 -1.29 -1.36

Its gap between HOMO and LUMO is 9.1 eV. The calculation puts the energy above the lowest of the compared OMol25 structures with the same formula, charge and spin at 416.4 kJ/mol. The HOMO energy is -10.419 eV. For the LUMO energy, the calculation gives -1.31 eV. As for the spin multiplicity: 1.